Run a
Below is a molecular structure, C60H63GeN4O2SSc, with properties calculated with wB97M-V/def2-TZVPD.

The HOMO energy (spin up / spin down) comes out at -3.41 / -4.18 eV. As for the orbital gap (spin up / spin down): 0.183 / 0.212 Ha.

Geometry as ORCA input:
```
! wB97M-V def2-TZVPD RIJCOSX def2/J DEFGRID3
* xyz -1 2
Sc -0.7176 -0.4362 0.0724
C -4.5142 -5.6768 -0.5580
C -3.2089 -5.3265 -1.2761
C -2.9765 -3.8534 -1.3794
C -3.0984 -3.0541 -2.4663
C -3.4329 -3.4494 -3.8698
C -2.1715 -3.6773 -4.7087
C -2.6928 -1.7237 -2.0438
C -2.6007 -0.6363 -2.8965
C -2.1313 0.6349 -2.5808
C -2.1651 1.7744 -3.4684
C -2.7001 1.7627 -4.8660
C -4.2293 1.8266 -4.9162
C -1.6613 2.8296 -2.7648
C -1.3331 2.3263 -1.4525
C -0.9241 3.1058 -0.3801
C -0.7700 2.6818 0.9327
N -0.8936 1.3928 1.3623
C -0.6813 1.4157 2.7058
C -0.7189 0.3068 3.5464
C -1.0327 -0.9926 3.1915
N -1.3908 -1.3897 1.9391
C -1.6848 -2.7135 2.0172
C -2.1834 -3.4725 0.9675
C -2.5112 -3.0047 -0.2972
N -2.3686 -1.7224 -0.7214
C -1.4593 -3.1986 3.3648
C -1.0631 -2.1243 4.0989
C -0.7475 -2.0622 5.5594
C -1.9251 -1.5532 6.3957
C -1.6833 -4.6069 3.8154
C -3.1547 -4.9077 4.1132
C -0.4094 2.7665 3.1508
C -0.4800 3.5603 2.0476
C -0.3107 5.0449 1.9558
C 1.0663 5.4578 1.4365
C -0.0407 3.1552 4.5468
C 1.4482 2.9162 4.8196
N -1.5946 0.9884 -1.3812
C -1.5080 4.2534 -3.1986
C -2.7050 5.1246 -2.8071
H -4.6433 -6.7580 -0.4757
H -5.3713 -5.2695 -1.0974
H -4.5325 -5.2536 0.4478
H -3.2155 -5.7604 -2.2784
H -2.3596 -5.7828 -0.7608
H -4.0587 -2.6839 -4.3376
H -4.0328 -4.3626 -3.8566
H -1.5692 -2.7691 -4.7593
H -2.4222 -3.9839 -5.7267
H -1.5469 -4.4472 -4.2536
H -2.9341 -0.7902 -3.9157
H -2.3542 0.8633 -5.3837
H -2.2840 2.6089 -5.4184
H -4.6711 0.9855 -4.3802
H -4.5928 1.8069 -5.9458
H -4.5910 2.7410 -4.4429
H -0.7641 4.1598 -0.5730
H -0.4767 0.4821 4.5876
H -2.3248 -4.5301 1.1496
H 0.1227 -1.4200 5.7174
H -0.4579 -3.0560 5.9087
H -2.2336 -0.5591 6.0685
H -1.6660 -1.5010 7.4552
H -2.7868 -2.2142 6.2865
H -1.0845 -4.7994 4.7088
H -1.3137 -5.2950 3.0507
H -3.5250 -4.2626 4.9120
H -3.2925 -5.9464 4.4205
H -3.7739 -4.7261 3.2332
H -0.4770 5.4875 2.9413
H -1.0874 5.4584 1.3054
H 1.8566 5.0812 2.0869
H 1.1584 6.5449 1.3775
H 1.2521 5.0454 0.4446
H -0.6424 2.5930 5.2659
H -0.2772 4.2096 4.7098
H 1.7110 1.8720 4.6407
H 1.7102 3.1704 5.8491
H 2.0602 3.5207 4.1475
H -1.3716 4.2896 -4.2828
H -0.5926 4.6660 -2.7663
H -3.6210 4.7530 -3.2696
H -2.5591 6.1606 -3.1201
H -2.8554 5.1110 -1.7265
O 0.5366 -4.1560 -1.1009
C 0.8041 -3.1069 -0.5275
O 0.3155 -1.9596 -0.8649
C 1.8251 -3.1080 0.5950
C 2.4047 -4.3500 0.8683
C 3.4293 -4.5022 1.7806
C 3.9104 -3.3749 2.4398
C 3.3437 -2.1422 2.1940
C 2.2783 -1.9709 1.2901
S 1.6481 -0.3286 1.2154
H 2.0254 -5.1961 0.3107
H 3.8594 -5.4789 1.9660
H 4.7278 -3.4586 3.1471
H 3.7090 -1.2632 2.7108
C 1.1281 0.1502 -3.4351
Ge 1.9244 0.6478 -1.6901
C 3.5559 -0.4443 -1.6047
C 3.4588 -1.7979 -1.9383
C 4.5489 -2.6486 -1.8196
C 5.7700 -2.1579 -1.3784
C 5.8923 -0.8105 -1.0686
C 4.7948 0.0345 -1.1782
C 2.4433 2.5587 -1.8403
C 2.0835 3.2213 -2.9903
C 2.4256 4.5738 -3.2152
C 3.1486 5.2656 -2.2878
C 3.5310 4.6400 -1.0754
C 4.2703 5.3400 -0.0891
C 4.5950 4.7465 1.0967
C 4.1783 3.4238 1.3588
C 3.4769 2.7203 0.4200
C 3.1489 3.2943 -0.8357
H 1.9053 0.1990 -4.2024
H 0.3006 0.8055 -3.7019
H 0.7523 -0.8709 -3.3676
H 2.5140 -2.2010 -2.2827
H 4.4358 -3.6996 -2.0573
H 6.6197 -2.8218 -1.2733
H 6.8435 -0.4147 -0.7311
H 4.9164 1.0813 -0.9273
H 1.5285 2.7010 -3.7626
H 2.1233 5.0524 -4.1398
H 3.4338 6.2978 -2.4585
H 4.5653 6.3637 -0.2933
H 5.1560 5.2944 1.8444
H 4.4115 2.9595 2.3094
H 3.1535 1.7098 0.6403
*
```

Atomic partial charges in e from the Mulliken method, atoms 1 to 99: atom 1 (Sc): -0.81, atom 2 (C): -1.19, atom 3 (C): -1.32, atom 4 (C): 0.98, atom 5 (C): 0.28, atom 6 (C): -1.18, atom 7 (C): -1.08, atom 8 (C): 0.29, atom 9 (C): -0.96, atom 10 (C): 0.26, atom 11 (C): 1.05, atom 12 (C): -1.32, atom 13 (C): -1.21, atom 14 (C): 1.07, atom 15 (C): 0.46, atom 16 (C): -0.70, atom 17 (C): 0.12, atom 18 (N): -0.26, atom 19 (C): -0.01, atom 20 (C): -0.72, atom 21 (C): 0.24, atom 22 (N): -0.10, atom 23 (C): 0.01, atom 24 (C): -0.80, atom 25 (C): 0.58, atom 26 (N): -0.55, atom 27 (C): 1.04, atom 28 (C): 0.82, atom 29 (C): -1.28, atom 30 (C): -1.15, atom 31 (C): -1.33, atom 32 (C): -1.11, atom 33 (C): 0.38, atom 34 (C): 1.16, atom 35 (C): -1.51, atom 36 (C): -0.31, atom 37 (C): -1.23, atom 38 (C): -0.96, atom 39 (N): -0.28, atom 40 (C): -1.11, atom 41 (C): -1.32, atom 42 (H): 0.41, atom 43 (H): 0.32, atom 44 (H): 0.19, atom 45 (H): 0.48, atom 46 (H): 0.28, atom 47 (H): 0.43, atom 48 (H): 0.50, atom 49 (H): 0.19, atom 50 (H): 0.41, atom 51 (H): 0.30, atom 52 (H): 0.39, atom 53 (H): 0.38, atom 54 (H): 0.51, atom 55 (H): 0.23, atom 56 (H): 0.42, atom 57 (H): 0.25, atom 58 (H): 0.28, atom 59 (H): 0.26, atom 60 (H): 0.45, atom 61 (H): 0.36, atom 62 (H): 0.46, atom 63 (H): 0.27, atom 64 (H): 0.41, atom 65 (H): 0.24, atom 66 (H): 0.46, atom 67 (H): 0.35, atom 68 (H): 0.23, atom 69 (H): 0.41, atom 70 (H): 0.19, atom 71 (H): 0.42, atom 72 (H): 0.35, atom 73 (H): 0.02, atom 74 (H): 0.49, atom 75 (H): -0.13, atom 76 (H): 0.39, atom 77 (H): 0.46, atom 78 (H): 0.21, atom 79 (H): 0.42, atom 80 (H): 0.12, atom 81 (H): 0.60, atom 82 (H): -0.03, atom 83 (H): 0.23, atom 84 (H): 0.43, atom 85 (H): 0.23, atom 86 (O): -0.85, atom 87 (C): -0.15, atom 88 (O): 0.66, atom 89 (C): 0.56, atom 90 (C): -1.10, atom 91 (C): -0.71, atom 92 (C): -0.80, atom 93 (C): -1.22, atom 94 (C): 0.90, atom 95 (S): 0.92, atom 96 (H): 0.46, atom 97 (H): 0.40, atom 98 (H): 0.39, atom 99 (H): 0.54

---

Run b
Below is a molecular structure, C60H63GeN4O2SSc, with properties calculated with wB97M-V/def2-TZVPD.

The HOMO energy (spin up / spin down) comes out at -2.23 / -3.75 eV. As for the orbital gap (spin up / spin down): 0.165 / 0.209 Ha.

Geometry as ORCA input:
```
! wB97M-V def2-TZVPD RIJCOSX def2/J DEFGRID3
* xyz -1 2
Sc 0.4098 -0.3804 -0.1577
C 6.6397 -0.3902 1.4250
C 6.1214 -0.8051 0.0439
C 4.7682 -0.2601 -0.3078
C 4.4819 0.7885 -1.1648
C 5.4491 1.7139 -1.8362
C 5.7916 1.2600 -3.2609
C 3.0688 0.8155 -1.3267
C 2.3625 1.6424 -2.2302
C 1.0286 1.5624 -2.5675
C 0.3614 2.3648 -3.5787
C 1.0121 3.3945 -4.4477
C 1.4694 2.7964 -5.7837
C -0.9329 1.9516 -3.6255
C -1.0804 0.8956 -2.6391
C -2.2561 0.2297 -2.3661
C -2.4651 -0.7736 -1.3949
N -1.4907 -1.2685 -0.5705
C -2.0489 -2.2794 0.1627
C -1.3364 -3.0986 1.0657
C 0.0082 -3.0566 1.3525
N 0.9257 -2.2151 0.7753
C 2.1465 -2.4994 1.3306
C 3.3351 -1.8905 0.9918
C 3.5189 -0.8224 0.0794
N 2.5010 -0.1625 -0.5538
C 1.9920 -3.5632 2.3120
C 0.6806 -3.9102 2.3183
C -0.0133 -4.8760 3.2250
C -0.5871 -4.1313 4.4402
C 3.0931 -4.1418 3.1431
C 3.9036 -5.1923 2.3737
C -3.4282 -2.4083 -0.1747
C -3.6886 -1.4637 -1.1511
C -4.9782 -1.2021 -1.8651
C -5.0416 -1.9282 -3.2156
C -4.3746 -3.4062 0.4158
C -4.2543 -4.7861 -0.2446
N 0.1237 0.6900 -2.0089
C -2.0454 2.5164 -4.4513
C -2.9144 3.4805 -3.6330
H 7.6193 -0.8348 1.6179
H 5.9563 -0.7214 2.2083
H 6.7307 0.6946 1.4904
H 6.0772 -1.8974 0.0003
H 6.8402 -0.4827 -0.7140
H 6.3663 1.7742 -1.2442
H 5.0252 2.7213 -1.8687
H 6.2437 0.2669 -3.2440
H 6.4913 1.9508 -3.7388
H 4.8887 1.2048 -3.8704
H 2.9531 2.3815 -2.7588
H 1.8771 3.8204 -3.9345
H 0.3185 4.2173 -4.6399
H 2.1658 1.9749 -5.6109
H 1.9680 3.5494 -6.3986
H 0.6164 2.4052 -6.3396
H -3.1189 0.5122 -2.9573
H -1.9185 -3.8478 1.5881
H 4.2286 -2.2666 1.4765
H 0.6851 -5.6497 3.5527
H -0.8204 -5.3746 2.6838
H 0.2227 -3.7862 5.0849
H -1.2517 -4.7721 5.0242
H -1.1355 -3.2508 4.1044
H 2.6702 -4.6030 4.0385
H 3.7572 -3.3393 3.4741
H 3.2649 -6.0321 2.0962
H 4.7299 -5.5706 2.9799
H 4.3101 -4.7646 1.4567
H -5.0954 -0.1275 -2.0283
H -5.8162 -1.5284 -1.2441
H -4.2118 -1.6178 -3.8516
H -5.9797 -1.7151 -3.7347
H -4.9636 -3.0061 -3.0672
H -5.4018 -3.0492 0.3081
H -4.1784 -3.5085 1.4865
H -4.4972 -4.7253 -1.3064
H -4.9329 -5.5037 0.2238
H -3.2347 -5.1632 -0.1559
H -2.6706 1.7031 -4.8296
H -1.6345 3.0366 -5.3197
H -3.2744 2.9892 -2.7288
H -3.7708 3.8247 -4.2173
H -2.3331 4.3518 -3.3261
O -0.6071 -0.7516 3.0006
C -0.7022 0.2966 2.3866
O 0.1772 0.7184 1.5140
C -1.8856 1.1953 2.6376
C -2.5105 1.1014 3.8779
C -3.6208 1.8663 4.1771
C -4.1341 2.7323 3.2204
C -3.5264 2.8392 1.9834
C -2.3917 2.0856 1.6817
S -1.6730 2.3254 0.0770
H -2.0928 0.4126 4.6007
H -4.0868 1.7896 5.1516
H -5.0013 3.3416 3.4462
H -3.8943 3.5296 1.2358
C 0.2163 4.7190 -0.8868
Ge 0.2032 3.5072 0.7099
C 2.1551 3.2387 1.0566
C 2.7734 2.2177 1.7683
C 4.1089 2.3185 2.1297
C 4.8582 3.4230 1.7564
C 4.2614 4.4331 1.0175
C 2.9174 4.3453 0.6864
C -0.5841 4.5549 2.2213
C -1.4403 5.5636 1.8485
C -2.1965 6.2857 2.7871
C -2.1206 5.9706 4.1138
C -1.2628 4.9387 4.5552
C -1.1786 4.5911 5.9238
C -0.3625 3.5777 6.3418
C 0.4315 2.8847 5.4093
C 0.3844 3.2135 4.0835
C -0.4721 4.2324 3.6045
H 0.3226 5.7690 -0.6069
H -0.7148 4.5906 -1.4369
H 1.0406 4.4428 -1.5439
H 2.2189 1.3362 2.0571
H 4.5557 1.5284 2.7190
H 5.9014 3.4976 2.0406
H 4.8332 5.3004 0.7090
H 2.4554 5.1597 0.1411
H -1.5501 5.7987 0.7950
H -2.8533 7.0806 2.4541
H -2.7252 6.4983 4.8432
H -1.7804 5.1426 6.6378
H -0.3174 3.3083 7.3900
H 1.0814 2.0855 5.7430
H 1.0017 2.6795 3.3784
*
```

Atomic partial charges in e from the Mulliken method, atoms 1 to 99: atom 1 (Sc): -0.03, atom 2 (C): -1.04, atom 3 (C): -1.06, atom 4 (C): 0.90, atom 5 (C): 1.28, atom 6 (C): -1.37, atom 7 (C): -1.23, atom 8 (C): -0.55, atom 9 (C): -0.80, atom 10 (C): -0.25, atom 11 (C): 1.34, atom 12 (C): -1.23, atom 13 (C): -1.43, atom 14 (C): 0.98, atom 15 (C): -0.16, atom 16 (C): -0.81, atom 17 (C): 0.02, atom 18 (N): -0.27, atom 19 (C): 0.17, atom 20 (C): -0.54, atom 21 (C): -0.23, atom 22 (N): -0.41, atom 23 (C): -0.03, atom 24 (C): -1.26, atom 25 (C): 0.40, atom 26 (N): -0.48, atom 27 (C): 1.02, atom 28 (C): 0.67, atom 29 (C): -1.30, atom 30 (C): -0.99, atom 31 (C): -1.22, atom 32 (C): -1.23, atom 33 (C): 1.03, atom 34 (C): 0.92, atom 35 (C): -1.36, atom 36 (C): -1.14, atom 37 (C): -1.19, atom 38 (C): -1.11, atom 39 (N): -0.29, atom 40 (C): -1.20, atom 41 (C): -1.02, atom 42 (H): 0.48, atom 43 (H): 0.19, atom 44 (H): 0.14, atom 45 (H): 0.42, atom 46 (H): 0.47, atom 47 (H): 0.46, atom 48 (H): 0.33, atom 49 (H): 0.31, atom 50 (H): 0.42, atom 51 (H): 0.18, atom 52 (H): 0.32, atom 53 (H): 0.33, atom 54 (H): 0.55, atom 55 (H): 0.26, atom 56 (H): 0.45, atom 57 (H): 0.30, atom 58 (H): 0.26, atom 59 (H): 0.15, atom 60 (H): 0.35, atom 61 (H): 0.47, atom 62 (H): 0.43, atom 63 (H): 0.28, atom 64 (H): 0.40, atom 65 (H): 0.14, atom 66 (H): 0.46, atom 67 (H): 0.39, atom 68 (H): 0.32, atom 69 (H): 0.39, atom 70 (H): 0.27, atom 71 (H): 0.34, atom 72 (H): 0.44, atom 73 (H): 0.26, atom 74 (H): 0.40, atom 75 (H): 0.22, atom 76 (H): 0.41, atom 77 (H): 0.37, atom 78 (H): 0.23, atom 79 (H): 0.39, atom 80 (H): 0.25, atom 81 (H): 0.44, atom 82 (H): 0.40, atom 83 (H): 0.17, atom 84 (H): 0.44, atom 85 (H): 0.20, atom 86 (O): -0.72, atom 87 (C): 0.51, atom 88 (O): 1.16, atom 89 (C): -0.17, atom 90 (C): -0.77, atom 91 (C): -0.75, atom 92 (C): -0.87, atom 93 (C): -0.57, atom 94 (C): 0.64, atom 95 (S): 0.40, atom 96 (H): 0.52, atom 97 (H): 0.42, atom 98 (H): 0.40, atom 99 (H): 0.53

---

Quick one: least stable of them? run a

---

Run a
Below is a molecular structure, C8H6N2O, with properties calculated with wB97M-V/def2-TZVPD.

The HOMO energy comes out at -8.77 eV. As for the orbital gap: 0.335 Ha.

Geometry as ORCA input:
```
! wB97M-V def2-TZVPD RIJCOSX def2/J DEFGRID3
* xyz 0 1
C 2.3164 1.0857 -0.0543
C 2.9599 -0.2537 -0.0041
C 2.1306 -1.4096 -0.0314
C 0.2312 -0.0924 -0.0046
C 0.9886 1.1023 0.0095
C -1.2539 -0.0502 0.0770
C -3.2662 0.5851 -0.0286
C -3.2106 -0.8011 -0.0598
H 2.8700 1.9659 0.0461
H 4.0738 -0.2440 0.0261
H 2.6945 -2.3399 0.0731
H 0.4763 2.3889 -0.0698
H -3.9444 1.2591 0.0652
H -4.0520 -1.7051 -0.0660
N 0.8395 -1.2711 0.0009
N -1.9649 0.9580 0.0098
O -1.8889 -1.1779 0.0111
*
```

The natural (NBO) scheme yields these atomic charges, measured in e: atom 1 (C): -0.21, atom 2 (C): -0.22, atom 3 (C): 0.02, atom 4 (C): 0.12, atom 5 (C): -0.18, atom 6 (C): 0.46, atom 7 (C): -0.10, atom 8 (C): 0.05, atom 9 (H): 0.22, atom 10 (H): 0.22, atom 11 (H): 0.20, atom 12 (H): 0.23, atom 13 (H): 0.20, atom 14 (H): 0.23, atom 15 (N): -0.40, atom 16 (N): -0.46, atom 17 (O): -0.38

---

Run b
Below is a single C8H6N2O molecule, with properties calculated with wB97M-V/def2-TZVPD.

The HOMO energy comes out at -9.40 eV. As for the orbital gap: 0.362 Ha. As for the SMILES: c1ccc(-c2ncco2)nc1.

Geometry as ORCA input:
```
! wB97M-V def2-TZVPD RIJCOSX def2/J DEFGRID3
* xyz 0 1
C 0.2873 -2.6402 0.8814
C 1.3496 -2.3222 1.7876
C 1.8526 -1.0101 1.7661
C 0.2823 -0.3875 0.1472
C -0.3021 -1.6156 0.1371
C -0.3224 0.7340 -0.6572
C -1.3199 1.9527 -2.1242
C -1.4438 2.5851 -1.0040
H 0.1122 -3.6248 0.9975
H 1.6251 -3.0249 2.2377
H 2.6562 -0.7348 2.2237
H -1.0322 -1.9831 -0.7366
H -1.5143 2.3038 -2.9748
H -1.8345 3.5406 -0.8385
N 1.2969 0.0215 0.9866
N -0.6532 0.6869 -1.9196
O -0.8526 1.8483 0.0022
*
```

The natural (NBO) scheme yields these atomic charges, measured in e: atom 1 (C): -0.14, atom 2 (C): -0.20, atom 3 (C): 0.06, atom 4 (C): 0.12, atom 5 (C): -0.24, atom 6 (C): 0.47, atom 7 (C): -0.11, atom 8 (C): 0.07, atom 9 (H): 0.21, atom 10 (H): 0.17, atom 11 (H): 0.18, atom 12 (H): 0.25, atom 13 (H): 0.19, atom 14 (H): 0.21, atom 15 (N): -0.37, atom 16 (N): -0.44, atom 17 (O): -0.41

---

Quick one: least stable of them? run b